Record 1
The following is a quantum chemistry calculation of C4H7NO2 in the gas phase at a distorted geometry, from OMol25.

Properties
**LUMO level**: 0.03193 hartree
**Highest occupied orbital energy**: -9.19 eV
**SMILES**: C/N=C1/COCO1
**Orbital gap**: 10.06 eV
**Energy above the lowest of the compared OMol25 structures with the same formula, charge and spin**: 2.946 eV

```
! wB97M-V def2-TZVPD RIJCOSX def2/J DEFGRID3
* xyz 0 1
H 2.83787 0.31014 1.33180
H -0.81846 0.75197 -2.21130
C 1.76120 0.55894 1.35221
C -0.89066 -0.34056 -2.26886
H -1.92009 -0.61007 -2.54012
C -0.16699 -0.81068 1.16621
H 1.59680 1.63010 1.54458
C 0.26291 -0.43326 -0.19227
O 1.27025 0.44506 -0.20568
H -1.06911 -0.25358 1.45411
H -0.21829 -0.70727 -3.04245
H -0.32861 -1.89493 1.24132
O 0.99994 -0.31755 2.07460
N -0.57869 -0.92818 -1.00170
*
```

Record 2
The following is a quantum chemistry calculation of C4H7NO2 in the gas phase, from OMol25.

Properties
**LUMO level**: 0.02191 hartree
**Highest occupied orbital energy**: -9.49 eV
**SMILES**: O=CN1CC(O)C1
**Orbital gap**: 10.09 eV
**Energy above the lowest of the compared OMol25 structures with the same formula, charge and spin**: 1.699 eV

```
! wB97M-V def2-TZVPD RIJCOSX def2/J DEFGRID3
* xyz 0 1
C 2.06827 0.13243 0.41016
H -0.47785 1.68136 -0.89674
C 0.03580 -0.96704 -0.56294
O 2.51705 1.05585 1.05825
H -0.01676 1.71750 0.84127
H -0.18375 -1.08986 -1.62897
C -1.08851 -0.18375 0.13406
N 0.92429 0.17654 -0.32359
H -3.02697 -0.12209 0.11908
H -1.16419 -0.44456 1.19659
H 2.56618 -0.85478 0.33629
O -2.32057 -0.25910 -0.51950
C -0.19626 1.07804 -0.02733
H 0.36327 -1.92054 -0.13663
*
```

Record 3
The following is a quantum chemistry calculation of C4H7NO2 as an isolated structure at a distorted geometry, from OMol25.

Properties
**LUMO level**: -0.00240 hartree
**Highest occupied orbital energy**: -9.29 eV
**Orbital gap**: 9.22 eV
**Energy above the lowest of the compared OMol25 structures with the same formula, charge and spin**: 5.897 eV

```
! wB97M-V def2-TZVPD RIJCOSX def2/J DEFGRID3
* xyz 0 1
H -0.21599 -2.02680 0.11360
H 1.56434 1.24237 0.87798
H -2.22015 2.15108 0.81694
N -0.70100 1.24875 0.25722
H 2.60948 -0.20414 0.45324
H -1.44231 -1.21569 1.17402
H 0.90565 0.78612 -1.82071
C -0.21142 0.08654 0.10928
C -0.93446 -1.21498 0.20522
H -1.70971 -1.35394 -0.56486
O -2.03185 1.21915 0.63392
O 1.41466 -1.16678 -1.36367
C 1.72510 0.41593 0.20944
C 1.24765 0.03238 -1.10162
*
```

Record 4
The following is a quantum chemistry calculation of C4H7NO2 as an isolated structure, from OMol25.

Properties
**LUMO level**: 0.03204 hartree
**Highest occupied orbital energy**: -9.72 eV
**Orbital gap**: 10.60 eV
**Energy above the lowest of the compared OMol25 structures with the same formula, charge and spin**: 4.146 eV

```
! wB97M-V def2-TZVPD RIJCOSX def2/J DEFGRID3
* xyz 0 1
H 2.49865 -0.38351 -0.79398
N -1.85486 -1.19779 -1.17784
C -1.63653 -0.61762 -0.15508
O -0.22082 1.02398 0.55537
H -0.62165 -1.48149 -0.92668
H -2.23199 1.27588 0.60674
H 1.27795 -0.13371 1.38872
C 1.71305 0.36771 -0.67987
C -1.49142 0.50133 0.81991
H 2.17366 1.33149 -0.44446
H -1.61492 0.13072 1.84624
C 0.76125 -0.04977 0.41866
H 1.16560 0.46099 -1.62341
O 0.08204 -1.22819 0.16569
*
```